# 1
22
Properties=species:S:1:pos:R:3:forces:R:3 method="wB97M-V/def2-TZVPD" gap_ev=9.00 e_tot_ha=-387.412171 spin_multiplicity=1 smiles="C=C/C(C)=C/C.O.O" total_charge=0 e_above_lowest_kcal_mol=59.8
C 0.06246 -0.94981 1.94597 -0.07 -1.25 1.08
C 0.97530 -1.82159 1.53004 0.01 0.10 -0.30
C 1.43879 -1.85206 0.15605 1.69 -0.95 -1.02
C 1.35035 -3.25539 -0.41971 1.42 0.27 -2.07
C 2.17503 -0.88242 -0.43060 -1.34 0.22 1.38
C 2.44617 -0.76360 -1.88071 2.10 -0.40 -0.67
H -0.51055 -0.36107 1.24853 0.28 0.54 0.08
H -0.25389 -1.06593 2.98604 -0.24 0.44 -0.35
H 1.33280 -2.69848 2.08658 -0.15 0.71 0.51
H 1.04812 -4.00919 0.28077 -1.14 -0.20 -0.01
H 2.33839 -3.64392 -0.71118 0.48 0.45 0.56
H 0.98854 -3.27680 -1.46693 -1.14 -0.21 0.89
H 2.40506 -0.05957 0.25945 -0.11 0.09 -0.65
H 1.84519 -0.01336 -2.34466 -0.85 0.37 -0.31
H 2.39645 -1.69875 -2.42155 -0.76 -0.36 -0.03
H 3.46769 -0.46775 -2.20556 -0.18 0.18 0.91
O -3.93394 2.35912 -0.37310 0.31 -0.89 0.32
H -4.69385 2.29072 -0.95025 -0.02 0.53 -0.04
H -3.65352 3.26474 -0.21866 -0.26 0.33 -0.28
O -2.63108 4.88932 0.08659 -0.05 0.56 0.66
H -1.99108 5.23168 -0.54003 0.11 -0.02 -0.16
H -2.60775 5.51962 0.83159 -0.08 -0.51 -0.49

# 2
22
Properties=species:S:1:pos:R:3:forces:R:3 method="wB97M-V/def2-TZVPD" gap_ev=10.41 e_tot_ha=-387.394398 spin_multiplicity=1 smiles="C=C/C=C/CC.O.O" total_charge=0 e_above_lowest_kcal_mol=71.0
C -1.78728 -0.19940 1.55628 -1.06 -0.82 0.14
C -1.77752 0.39854 0.36254 0.66 0.04 0.97
C -0.69719 0.10518 -0.64127 -1.84 0.21 0.40
C 0.28447 0.97536 -0.82915 -0.04 0.07 1.12
C 1.45943 0.89509 -1.71193 1.65 1.00 -0.26
C 2.61628 1.82627 -1.26897 -0.51 1.94 1.66
H -1.26966 -1.13148 1.75251 0.80 0.31 -0.09
H -2.46592 0.00469 2.38434 -0.26 0.37 -0.51
H -2.53791 1.13697 0.14447 0.18 0.37 -0.04
H -0.99263 -0.83098 -1.11255 1.08 0.14 -0.86
H 0.38986 1.79799 -0.08692 -0.65 -0.35 -0.66
H 1.88935 -0.08273 -1.65979 -0.13 -0.92 -0.58
H 1.26676 1.22467 -2.74331 -0.36 -0.64 0.21
H 2.97402 2.45903 -2.08703 0.32 -0.44 0.13
H 3.42149 1.44456 -0.63739 0.20 -0.87 -0.83
H 2.29329 2.57553 -0.48550 -0.43 -0.39 -0.98
O -1.67245 -3.34083 -0.03117 0.04 0.59 0.04
H -1.86153 -2.40563 0.13267 -0.41 -0.23 0.11
H -0.75043 -3.27793 -0.28577 0.34 -0.38 -0.13
O 1.13486 0.06248 1.99145 1.63 0.12 -0.52
H 1.26520 -0.61037 2.67263 -1.02 0.59 -0.09
H 0.28317 0.49384 1.87888 -0.20 -0.73 0.78

# 3
22
Properties=species:S:1:pos:R:3:forces:R:3 method="wB97M-V/def2-TZVPD" gap_ev=9.41 e_tot_ha=-387.442491 spin_multiplicity=1 smiles="C=C/C=C/CC.O.O" total_charge=0 e_above_lowest_kcal_mol=40.8
C 0.25798 -2.97369 -1.24441 0.18 0.91 0.71
C -0.39586 -1.85772 -0.87587 0.55 -1.36 -1.14
C 0.06388 -0.53626 -1.27424 -0.63 0.62 2.24
C -0.51187 0.51311 -0.65083 0.48 0.30 -1.61
C -0.18502 1.92647 -1.06873 -0.11 -0.22 0.82
C 0.34947 2.76007 0.11081 -0.10 -0.40 -0.39
H 0.03274 -3.94840 -0.84083 -0.25 -0.13 -0.27
H 1.16858 -2.84390 -1.81918 0.02 -0.29 -0.06
H -1.33838 -1.92505 -0.34976 0.06 0.11 0.33
H 1.03863 -0.38818 -1.72266 -0.23 -0.18 -0.82
H -1.30387 0.34881 0.07011 -0.23 0.05 -0.13
H -1.10272 2.36288 -1.46770 -0.03 0.13 0.03
H 0.52444 1.87784 -1.89289 0.12 0.17 -0.01
H 1.37525 2.44745 0.30834 0.06 0.15 0.15
H 0.32586 3.82570 -0.08879 0.11 0.15 -0.06
H -0.24847 2.57213 1.00237 -0.03 0.03 0.07
O 1.34647 -0.83297 1.78102 -0.05 0.18 0.73
H 1.17576 -1.07473 0.86849 -0.02 0.16 -0.32
H 1.47978 0.12288 1.82310 0.08 -0.24 -0.34
O -1.66666 -0.72272 2.20818 0.23 0.07 0.27
H -0.73877 -0.46596 2.06585 -0.17 -0.36 0.11
H -1.64723 -1.18776 3.05760 -0.03 0.14 -0.32

# 4
22
Properties=species:S:1:pos:R:3:forces:R:3 method="wB97M-V/def2-TZVPD" gap_ev=4.45 e_tot_ha=-387.034166 spin_multiplicity=1 total_charge=0 e_above_lowest_kcal_mol=297.0
C 1.35969 1.18650 -0.28985 1.49 -0.76 0.43
C 1.90469 -0.22316 -0.05229 -2.29 -0.44 -1.49
C 1.04986 -1.12252 0.90852 1.13 -0.55 3.60
C -1.81309 -0.38102 -1.09973 1.48 1.15 3.67
O -2.59895 0.71260 -0.55238 1.07 -2.61 -2.18
C -1.36989 -1.33861 0.10005 2.64 -1.41 1.51
C -0.37784 -0.83405 1.02670 -1.01 0.99 -1.45
H 0.40881 1.27609 -0.71075 -1.69 -0.64 -1.00
H 1.13234 1.71350 0.58438 0.06 0.72 1.81
H 1.95954 1.85333 -0.86836 1.01 0.02 -0.48
H 2.92299 -0.31295 0.30193 0.29 0.11 -0.42
H 1.66717 -0.83361 -0.99936 0.71 0.33 0.25
H 1.28113 -2.20489 0.79419 -0.15 0.66 -0.47
H 1.50468 -0.78478 1.91485 -0.73 -0.63 -1.02
H -0.57856 -0.53058 -1.09101 -2.99 2.50 -2.61
H -2.25609 -1.02265 -1.83668 -0.65 0.14 -0.46
H -2.02313 1.45304 -0.19939 1.01 0.33 0.79
H -1.57933 -2.45159 0.20589 0.07 1.24 -0.54
H 0.37248 -1.68458 -1.63665 -0.37 -0.25 1.09
H -0.53759 0.14244 1.55071 -0.59 -0.19 -0.62
H -1.49861 3.05637 1.16045 0.83 -1.15 -0.31
O -0.93031 2.33112 0.78878 -1.32 0.44 -0.09

# 5
22
Properties=species:S:1:pos:R:3:forces:R:3 method="wB97M-V/def2-TZVPD" gap_ev="9.10 / 5.85" e_tot_ha=-387.083934 spin_multiplicity=2 total_charge=+1 e_above_lowest_kcal_mol=47.9 s_squared=0.776
C 0.53102 1.74915 -1.40330 -0.83 -3.27 -0.09
C 1.12856 0.51873 -0.66932 -1.91 2.84 2.15
C 1.31004 -0.62934 -1.31391 0.60 -1.54 -2.36
C 1.03887 -0.27226 3.23478 -1.60 2.71 -1.86
C 1.16391 -0.29550 1.67962 0.17 -2.01 3.60
C 1.20025 0.67562 0.77892 0.52 3.81 -1.70
H -0.51954 1.81147 -1.02471 0.94 0.81 -0.13
H 1.21767 2.51575 -1.23353 0.40 1.89 0.40
H 0.48279 1.52513 -2.47411 0.06 0.21 0.17
H 1.05123 -0.79282 -2.36457 -0.20 0.39 0.32
H 1.95664 -1.37505 -0.97276 0.63 -1.31 1.01
H 0.00000 -0.42707 3.64356 0.66 0.25 -0.92
H 1.38864 0.69558 3.61187 -0.43 0.19 -0.26
H 1.60457 -0.92848 3.78690 1.57 -2.26 0.41
H 1.33276 -1.23304 1.24473 -0.10 -1.80 -0.30
H 1.24617 1.73497 1.14086 -0.39 -0.90 -0.41
H -2.20512 -0.47197 1.26556 -2.68 -0.85 -0.94
H -2.62077 -0.75894 -0.12076 -0.06 -0.21 -1.83
O -3.03609 -0.77488 0.72245 2.68 1.06 2.68
H -1.29177 -0.13085 -2.19187 -0.52 0.01 -0.33
H -1.58963 -1.47470 -2.78790 -0.18 -0.48 -0.26
O -2.00010 -0.62118 -2.64294 0.66 0.44 0.65

# 6
22
Properties=species:S:1:pos:R:3:forces:R:3 method="wB97M-V/def2-TZVPD" gap_ev="8.29 / 4.06" e_tot_ha=-387.106384 spin_multiplicity=2 total_charge=+1 e_above_lowest_kcal_mol=33.8 s_squared=0.757
O -1.50706 0.72586 1.63888 -0.26 -0.10 0.23
C -0.64960 1.27970 1.04012 0.28 0.01 -0.22
C -0.91975 2.20975 -0.13761 -0.10 0.49 -0.38
C 0.00946 3.41445 -0.09903 0.06 -0.04 0.22
H 0.41100 1.13834 1.34348 0.06 -0.16 0.00
H -1.97558 2.47102 -0.13034 -0.04 -0.05 0.02
H -0.71745 1.57590 -1.01255 0.01 -0.14 0.14
H -0.13654 4.01408 0.79688 -0.08 0.06 0.00
H -0.20559 4.04066 -0.96313 -0.06 -0.01 -0.03
H 1.05212 3.11357 -0.14251 0.12 -0.04 -0.07
C 1.51454 -2.18875 -0.98624 -0.06 0.10 0.06
C 0.20952 -1.66506 -0.42485 -0.08 -0.25 -0.06
C -0.02708 -2.07315 1.01593 0.07 0.16 0.07
O -0.82155 -2.15018 -1.26583 0.05 0.28 -0.04
H 1.62818 -1.88160 -2.02250 0.03 -0.01 -0.05
H 1.50770 -3.27542 -0.94267 0.02 -0.08 -0.02
H 2.36061 -1.82214 -0.40795 0.05 0.02 0.02
H 0.22675 -0.55200 -0.49639 0.08 0.06 0.04
H 0.77187 -1.72000 1.67297 0.02 0.00 -0.02
H -0.08415 -3.15553 1.09875 0.03 -0.08 -0.05
H -0.97200 -1.67311 1.38414 -0.15 -0.04 0.12
H -1.67539 -1.82639 -0.95958 -0.05 -0.17 0.04

# 7
22
Properties=species:S:1:pos:R:3:forces:R:3 method="wB97M-V/def2-TZVPD" gap_ev="8.35 / 5.03" e_tot_ha=-387.131237 spin_multiplicity=2 total_charge=+1 e_above_lowest_kcal_mol=18.2 s_squared=0.761
C 2.77462 0.54322 -2.11512 -1.01 -0.98 -0.75
C 1.35325 0.93046 -1.87182 0.86 0.08 0.01
C 0.30813 0.02677 -2.13605 -0.41 0.83 -0.02
C 0.39681 -1.17720 -2.93975 0.25 -1.57 0.04
C 0.52679 2.00875 0.03509 -1.02 0.00 -0.27
C 1.09434 2.17627 -1.16810 -0.01 -0.87 0.00
H 2.84608 -0.29453 -2.80807 -0.11 -0.01 -0.10
H 3.03431 0.09874 -1.14666 0.63 0.44 0.07
H 3.42676 1.30582 -2.50462 0.27 0.53 0.55
H -0.67605 0.35516 -1.80027 0.11 -0.24 0.10
H -0.54216 -1.68654 -3.06792 -0.70 0.35 -0.23
H 0.94488 -1.98906 -2.41961 0.38 0.50 0.12
H 0.88610 -1.11201 -3.91666 0.10 0.40 0.16
H 0.11105 1.03035 0.25677 0.05 0.09 0.29
H 0.36530 2.77730 0.77694 0.33 0.14 -0.01
H 1.54131 3.08440 -1.52549 0.28 0.29 0.07
H -2.30884 -1.16132 4.54821 0.30 -0.26 0.31
H -1.13665 -1.86164 5.32226 -0.28 0.17 -0.15
O -1.34198 -1.19473 4.65640 0.16 0.09 -0.17
H -4.77716 -0.56263 4.48384 0.28 0.16 -0.09
H -4.67979 -2.00328 4.86079 0.30 -0.19 -0.03
O -4.14708 -1.29429 4.47985 -0.76 0.05 0.09

# 8
24
Properties=species:S:1:pos:R:3:forces:R:3 method="wB97M-V/def2-TZVPD" gap_ev=9.63 e_tot_ha=-1183.835308 spin_multiplicity=1 smiles=C1COCCO1.CSSC total_charge=0 e_above_lowest_kcal_mol=6.1
C -0.49032 1.82600 0.76527 0.10 0.52 -0.05
C 0.45570 0.64973 0.89135 0.66 0.13 -0.13
O -0.23362 -0.57718 0.67792 -0.21 0.17 0.37
C -1.30243 -0.68709 1.61148 -0.18 -0.61 0.16
C -2.24847 0.48918 1.48540 -0.51 0.13 0.17
O -1.55915 1.71609 1.69884 0.01 -0.24 -0.23
H -0.89096 1.87950 -0.26530 0.05 -0.07 0.29
H 0.02730 2.78174 0.97519 -0.21 -0.51 -0.04
H 0.92755 0.65038 1.89276 -0.22 -0.03 -0.22
H 1.26500 0.70293 0.13793 -0.48 0.03 0.32
H -1.82007 -1.64283 1.40156 0.21 0.49 0.04
H -0.90181 -0.74060 2.64205 -0.05 0.09 -0.30
H -2.72032 0.48854 0.48400 0.19 0.01 0.21
H -3.05777 0.43597 2.23883 0.45 0.00 -0.31
C 2.48748 -1.69956 -0.63798 -0.17 -0.62 0.40
S 2.76412 -0.35957 -1.81682 0.05 -0.12 -0.07
S 1.35381 -0.74023 -3.23840 -0.04 0.08 0.02
C -0.10845 0.06484 -2.54890 -0.55 0.27 0.30
H 3.24161 -1.59789 0.16049 -0.22 0.03 -0.31
H 2.61015 -2.68692 -1.11410 0.05 0.49 0.10
H 1.48410 -1.65081 -0.18252 0.48 0.07 -0.25
H -0.41918 -0.38815 -1.59242 0.21 0.10 -0.48
H 0.06278 1.14260 -2.38854 0.02 -0.43 -0.18
H -0.92706 -0.05666 -3.27809 0.35 0.02 0.20

# 9
24
Properties=species:S:1:pos:R:3:forces:R:3 method="wB97M-V/def2-TZVPD" gap_ev=9.57 e_tot_ha=-1183.845068 spin_multiplicity=1 smiles=C1COCOC1.CSSC total_charge=0 e_above_lowest_kcal_mol=0.0
C 1.08014 -0.84422 0.75907 0.31 0.37 0.10
C -0.19271 -1.12386 1.54418 -0.07 0.16 0.55
O -1.33478 -0.98292 0.69851 0.23 -0.22 -0.11
C -1.22085 -1.84360 -0.40404 -0.77 -0.22 -0.46
O -0.11608 -1.55585 -1.22016 -0.05 -0.12 0.34
C 1.09253 -1.72806 -0.47924 0.46 -0.08 -0.34
H 1.10352 0.22024 0.45606 0.00 -0.48 0.15
H 1.97361 -1.03601 1.38386 -0.39 0.04 -0.26
H -0.33474 -0.41890 2.38580 0.10 -0.34 -0.47
H -0.17016 -2.14819 1.96330 -0.04 0.22 -0.13
H -1.17288 -2.89460 -0.05973 0.18 0.17 0.07
H -2.13514 -1.73200 -1.01810 0.56 0.13 0.32
H 1.19926 -2.79199 -0.19267 -0.07 0.24 -0.07
H 1.92273 -1.48017 -1.16827 -0.44 -0.08 0.38
C 0.59023 1.58546 -2.07900 -0.39 -0.34 -0.46
S 1.22094 2.70132 -0.80666 -0.03 0.05 -0.09
S -0.49135 3.53219 -0.07695 0.03 -0.01 0.08
C -1.01605 2.31070 1.14552 -0.15 -0.51 0.39
H 1.46044 1.11168 -2.56362 -0.27 0.17 0.22
H 0.01511 2.13197 -2.84526 0.32 -0.11 0.36
H -0.05095 0.79398 -1.65583 0.38 0.35 -0.12
H -1.24805 1.33581 0.68469 0.05 0.50 0.12
H -0.24566 2.15922 1.92022 -0.26 0.20 -0.33
H -1.92912 2.69781 1.62830 0.33 -0.09 -0.22

# 10
24
Properties=species:S:1:pos:R:3:forces:R:3 method="wB97M-V/def2-TZVPD" gap_ev="5.79 / 7.17" e_tot_ha=-978.871992 spin_multiplicity=4 total_charge=+2 e_above_lowest_kcal_mol=98.2 s_squared=4.098
H 0.46487 2.06878 -0.61768 -2.96 0.36 -0.92
C 0.93794 1.85091 -3.26536 -0.57 1.10 1.14
O 0.33282 2.85888 -2.47114 0.51 0.19 -1.31
C -0.44966 2.37764 -1.40836 2.67 -1.12 0.08
H 0.43115 1.78044 -4.24696 0.00 -0.29 0.13
H 1.99127 2.14370 -3.39629 0.07 -0.27 -0.15
H -1.18753 3.12711 -1.07442 0.69 -0.37 0.23
H -0.98692 1.51854 -1.86676 -0.17 0.04 0.87
Pr 0.98075 -0.39919 -2.29949 -0.50 0.56 0.32
C -1.72459 -0.11680 -0.22226 -0.79 -0.31 -0.40
O -0.68038 -0.97832 -0.52196 0.83 0.45 -0.85
C -0.48143 -2.12883 0.33019 0.09 -0.64 0.64
C 0.48221 -1.83969 1.45361 -0.27 -0.17 0.57
O -0.10605 -0.95356 2.36451 -0.36 -0.22 -1.04
C 0.78563 -0.49981 3.35336 0.54 0.17 0.77
H -2.30405 0.04863 -1.13245 -0.21 0.31 0.63
H -2.14349 -0.14583 0.78121 0.23 -0.02 -0.22
H -0.07112 -2.91447 -0.31515 -0.12 0.00 0.08
H -1.46170 -2.44832 0.70493 0.25 0.06 -0.11
H 1.42518 -1.42245 1.05210 0.09 0.00 -0.02
H 0.72241 -2.80444 1.93880 0.10 0.22 -0.16
H 0.23054 0.17744 4.01267 0.19 -0.21 -0.24
H 1.17926 -1.33976 3.95089 -0.12 0.25 -0.17
H 1.63289 0.03940 2.89601 -0.19 -0.08 0.15